{"formula": "C5H4", "method": "ωB97M-V/def2-TZVPD", "species": ["C", "H", "C", "H", "C", "C", "H", "C", "H"], "coordinates": [[0.00927, -0.00960, 0.81569], [1.98025, 0.88533, 0.10990], [-0.92136, -0.75720, -0.03905], [1.92397, -0.84400, 0.10973], [-0.01743, 0.01115, -0.88618], [-0.95613, 0.76823, -0.03334], [-1.63151, -1.59527, 0.01169], [1.25652, -0.02434, -0.05691], [-1.64358, 1.56568, -0.03153]], "forces_ev_per_a": [[-0.54, 0.50, -1.28], [-1.90, -1.15, -0.92], [-1.57, -0.74, 0.35], [-0.28, -1.18, -0.69], [0.77, -0.01, 0.84], [1.01, -1.35, 0.31], [0.75, 0.65, -0.22], [2.10, 2.66, 1.60], [-0.35, 0.61, 0.01]], "lowdin_charge": [-0.09, 0.13, -0.14, 0.08, -0.09, -0.09, 0.13, -0.05, 0.11], "homo_energy_ev": -10.0, "de_lowest_kj_mol": 282.4, "fmax_ev_per_a": 3.75, "smiles": "C1[C@]23[C@H]4[C@@H]2[C@@]143", "spin_multiplicity": 1, "energy_ev": -5243.269}

{"formula": "C5H4", "method": "ωB97M-V/def2-TZVPD", "species": ["C", "H", "C", "H", "H", "C", "C", "H", "C"], "coordinates": [[-2.56378, 0.16478, 0.03781], [-2.72850, 0.44833, 0.95989], [1.55616, -0.24131, 0.07362], [-3.00756, -0.76913, -0.35829], [4.04770, 0.28102, -0.40527], [2.80812, 0.28513, 0.04660], [-1.10782, -0.10323, -0.01173], [-3.00642, 0.92909, -0.74592], [0.08978, -0.25359, -0.05469]], "forces_ev_per_a": [[1.06, -1.19, -6.89], [-1.79, 1.12, 4.68], [5.61, 3.88, -0.98], [-0.35, 0.28, 1.08], [-4.65, -0.02, 1.92], [-4.40, -3.95, -1.65], [0.12, 0.71, -0.68], [1.50, -1.04, 1.62], [2.90, 0.21, 0.90]], "lowdin_charge": [-0.08, 0.01, -0.14, 0.09, 0.13, 0.03, -0.08, 0.13, -0.08], "homo_energy_ev": -9.1, "de_lowest_kj_mol": 262.0, "fmax_ev_per_a": 7.07, "smiles": "C#CC#CC", "spin_multiplicity": 1, "energy_ev": -5243.480}

{"formula": "C5H40NO15", "method": "ωB97M-V/def2-TZVPD", "species": ["O", "H", "H", "O", "H", "H", "C", "H", "C", "C", "H", "O", "O", "H", "H", "O", "O", "H", "H", "H", "H", "H", "H", "H", "H", "H", "H", "O", "H", "H", "H", "C", "H", "H", "H", "O", "N", "H", "O", "H", "H", "O", "H", "O", "O", "H", "H", "H", "H", "O", "H", "C", "O", "H", "H", "O", "H", "H", "H", "H", "H"], "coordinates": [[0.48725, 1.60999, -4.65997], [4.27207, -1.52715, 1.90415], [-1.84345, -1.60944, -0.97825], [0.11448, -0.85106, -3.64168], [1.35928, 2.91570, -3.73630], [-0.01487, -0.33631, 0.96334], [0.75157, -0.13820, 0.13311], [-2.90758, 0.64281, 1.84517], [1.15431, -1.32375, -0.82675], [0.22538, 1.02971, -0.75463], [-0.74847, -3.85812, -1.92479], [3.88821, -1.07921, 2.64292], [0.72919, 1.50159, 3.70852], [-0.43017, -0.74750, -2.85517], [-1.32087, 1.30643, 1.12148], [1.43675, -1.55591, 3.37325], [-1.26963, -0.15406, 3.94453], [0.60804, 0.59087, -4.54950], [-0.05311, 1.11824, 4.10983], [-3.39204, 0.02140, 0.36858], [1.08831, -2.25246, -0.14307], [0.29325, -1.45063, -1.52129], [0.20357, -3.62899, -3.15622], [2.26837, -1.84838, 3.02842], [3.26524, 1.80707, 3.27516], [0.87246, -1.28838, -3.20615], [0.59832, 3.25097, -2.49293], [2.99581, 1.36349, 2.46316], [-0.57684, -2.10659, 1.81646], [-0.10923, 1.66194, -3.90667], [2.05667, 1.48346, 2.46758], [2.49685, -1.23166, -1.41931], [3.26669, -1.63653, -0.77224], [-3.01734, 2.25968, -1.10555], [1.31982, 2.41998, 0.19979], [-2.05198, -2.45614, -0.93326], [-1.03815, 0.69439, -1.43755], [1.68861, 0.15602, 0.77284], [-0.43993, 2.18339, 1.33867], [2.59090, -0.10383, -1.42297], [3.65982, -0.14993, 2.38744], [-0.17527, -4.29843, -2.56004], [-0.74265, -1.03283, 3.90274], [-4.34043, -0.30835, -0.09530], [-3.89377, 2.68387, -1.17168], [0.42434, 1.78724, 2.83729], [2.59597, -1.68182, -2.44961], [-1.60253, 0.11421, -0.80592], [-0.39739, 3.09046, -0.36914], [1.35385, 3.47405, -2.93336], [-1.79541, -0.11758, 3.09819], [0.18379, 2.30780, 0.11697], [-2.28634, 0.45363, 1.17955], [1.03889, 1.15882, -1.48229], [-1.98603, -1.08851, 1.72837], [-1.51162, -2.04232, 1.74186], [1.43950, -0.70705, 3.70247], [-4.86800, -0.65265, 0.61621], [-1.46304, 1.24351, -2.08556], [-4.45906, 1.92533, -1.27287], [-1.99234, -2.99229, -0.11801]], "forces_ev_per_a": [[0.10, -2.56, 0.21], [0.44, -0.14, -0.73], [1.48, 5.43, 0.98], [1.04, -1.15, -0.10], [0.00, 0.20, 0.40], [1.08, -0.29, -1.60], [0.42, 0.18, 0.71], [-1.23, 1.26, 1.35], [-3.12, -2.36, 3.53], [0.36, 0.43, 0.52], [-0.19, 0.62, -0.13], [0.24, 0.16, 0.43], [1.07, 0.45, 0.79], [-0.88, 0.83, 0.10], [0.79, 1.64, 1.40], [-2.50, -3.61, -0.63], [-0.01, -2.07, -0.53], [-0.03, 2.03, -0.54], [-0.46, -0.33, -0.07], [-2.53, -0.89, -1.21], [0.02, 1.00, -1.20], [1.03, -0.15, 0.76], [-0.58, -0.24, 0.55], [1.06, 0.65, -0.01], [-0.03, -0.08, -0.02], [-0.16, 0.33, -0.82], [-3.06, -0.79, 1.96], [1.65, 0.45, -0.35], [1.17, 0.86, 0.33], [-0.33, 0.51, -0.04], [-0.91, -0.19, 0.18], [0.56, 1.94, -1.16], [0.11, -0.08, 0.00], [-0.46, 0.42, 0.24], [-1.30, 1.10, 0.19], [-1.73, -7.79, -1.19], [2.08, -3.81, 3.15], [-1.56, -0.17, -1.50], [-1.46, -2.46, 0.08], [0.99, -1.11, -0.80], [-0.06, -0.42, 0.10], [0.65, -0.26, -0.51], [-1.40, 2.03, -0.22], [2.18, 1.11, 0.21], [1.05, 0.16, -0.17], [-0.99, 0.34, -0.63], [0.07, 0.54, 1.03], [-0.26, 1.18, -0.76], [0.78, 0.58, -0.89], [3.33, 0.98, -2.06], [1.26, -0.11, 1.42], [1.40, -0.63, -0.57], [1.40, -0.68, -0.76], [-0.43, 0.38, -0.31], [2.44, -2.37, -0.80], [-3.25, 0.73, 0.16], [0.70, 3.15, 0.79], [-0.28, -0.26, 0.38], [-1.39, 2.00, -1.70], [-0.59, -0.65, 0.14], [0.21, 1.99, -0.07]], "lowdin_charge": [-0.11, 0.03, -0.09, -0.07, 0.01, 0.10, -0.13, 0.03, -0.29, -0.36, -0.01, -0.08, -0.09, 0.01, 0.10, -0.02, -0.10, 0.06, 0.00, 0.01, 0.13, 0.05, 0.02, 0.00, 0.08, 0.02, -0.06, -0.05, -0.01, 0.01, -0.01, -0.10, 0.07, 0.00, 0.14, -0.01, 0.09, 0.13, -0.21, 0.10, 0.00, -0.07, 0.08, -0.16, -0.06, -0.01, 0.09, 0.06, 0.11, -0.04, 0.02, -0.30, -0.23, 0.11, 0.06, -0.12, -0.03, -0.01, 0.04, 0.00, 0.07], "homo_energy_ev": -6.6, "charge": -1, "de_lowest_kj_mol": 485.7, "fmax_ev_per_a": 8.07, "spin_multiplicity": 1, "energy_ev": -38036.972}

{"formula": "C5H40O15", "method": "ωB97M-V/def2-TZVPD", "species": ["H", "H", "H", "H", "H", "H", "O", "O", "H", "H", "H", "O", "H", "H", "H", "O", "H", "H", "C", "C", "H", "H", "H", "H", "H", "H", "H", "O", "O", "H", "H", "H", "H", "H", "H", "O", "O", "O", "H", "H", "H", "O", "H", "O", "H", "O", "H", "H", "H", "H", "O", "O", "H", "C", "O", "H", "H", "C", "H", "C"], "coordinates": [[-0.74240, 2.01064, 3.74312], [3.84634, -0.74331, -1.89621], [-2.68522, 0.14278, -1.53983], [-1.31151, -2.12091, -2.18389], [3.14119, 0.98794, -3.17422], [1.09223, 0.47477, -2.03489], [-3.12462, 1.66840, 1.22802], [0.85048, -0.47733, 2.02074], [-0.28378, -0.51844, 3.38043], [-2.12811, 4.54055, 0.36873], [-4.03410, 0.51675, -0.84426], [-1.12670, 2.87154, 3.93888], [0.18924, 2.50798, -3.83300], [1.55700, -1.01057, 1.62705], [-2.00006, 3.00760, 0.81921], [-3.42624, -0.17718, 3.21762], [-0.58099, -3.70551, -0.03776], [0.13015, 3.16097, -1.57554], [-0.71916, 2.27341, -3.27049], [0.45145, 0.61681, 1.22120], [-0.47568, 1.00542, 1.65469], [4.05333, -0.31026, 1.59005], [2.44246, -0.33448, -3.43309], [-2.74038, 0.82000, 0.96232], [-0.28157, -0.96823, 4.80650], [3.65921, -0.87895, 2.93820], [-3.20845, -0.91836, 2.64210], [2.99436, -2.58970, 0.86872], [-1.61100, -1.95905, -3.09759], [-2.55810, -2.09201, -2.94309], [-1.27905, 2.20188, -1.18109], [0.58105, -3.98328, 2.57168], [-0.17684, -2.60073, 2.25180], [-1.28824, 3.23755, 3.05772], [3.78230, -2.21839, 0.45205], [4.09905, -0.59524, -0.96126], [-3.43298, -0.20736, -1.04659], [-0.82483, -1.03415, 4.01232], [1.46996, 1.71161, -0.88998], [2.37127, -2.71485, 0.14622], [0.63171, -0.74812, -0.50456], [-0.49071, -2.88635, -0.54356], [0.96977, -2.75173, -3.84691], [3.32443, 0.06842, -3.39676], [-0.39066, -2.23762, 0.15920], [1.04169, -1.79319, -3.88078], [-1.20402, 1.34760, -3.58095], [-0.93737, -0.02277, -0.37393], [-3.48280, 1.31741, 2.07413], [4.60661, 0.17703, -0.73168], [3.33390, -0.31693, 2.22923], [-0.19832, -3.56228, 2.21258], [1.21679, 1.39841, 1.25159], [-0.35925, 2.21397, -1.77249], [-1.56465, 3.87550, 0.75794], [-1.37928, 3.10732, -3.49727], [-3.14534, -0.53107, 4.07031], [0.12502, 0.16853, -0.19836], [0.59587, -1.55889, -4.69942], [0.63556, 1.13647, -1.30493]], "forces_ev_per_a": [[-0.05, -0.03, 0.17], [0.69, 1.30, 0.27], [-0.14, 0.22, -0.18], [0.59, -0.12, -0.27], [0.13, 0.01, 0.03], [-0.44, 0.36, -0.74], [-0.15, -1.09, 0.50], [-1.24, -0.50, 0.32], [-0.13, -0.55, -0.05], [-0.46, -0.21, -0.06], [0.18, 0.19, -0.10], [0.05, -0.09, -0.28], [-0.05, -0.53, -0.21], [0.42, 0.48, -0.01], [-0.62, 0.53, -0.07], [-0.26, -0.48, 0.00], [-0.03, 0.00, -0.04], [-0.27, 0.33, 0.35], [0.35, -0.15, 0.52], [-0.22, -0.47, -0.45], [0.24, 0.15, 0.26], [-0.05, -0.02, -0.06], [0.00, -0.32, -0.33], [0.14, 0.21, -0.72], [-0.21, -0.23, 0.13], [-0.06, -0.07, 0.07], [-0.07, -0.02, -0.16], [-0.26, -0.51, 0.07], [-0.76, -0.03, 0.79], [-0.02, 0.12, -0.48], [0.17, -0.10, 0.05], [0.35, 0.56, 0.17], [0.60, 0.00, 0.73], [-0.04, 0.21, 0.05], [-0.24, 0.18, -0.24], [-0.45, -1.56, 1.24], [-0.01, -0.46, 0.19], [0.31, 0.48, 0.29], [0.16, -0.36, 0.10], [0.04, -0.12, -0.16], [0.12, -0.20, 0.80], [0.03, -0.16, -0.01], [-0.06, 0.01, 0.18], [-0.36, 0.04, -0.28], [-0.02, 0.10, -0.05], [0.51, 0.12, -0.11], [0.22, -0.03, -0.37], [-0.02, 0.02, 0.31], [0.05, 0.83, 0.05], [0.11, 0.38, -1.01], [0.86, 0.59, 0.23], [-0.91, -0.57, -0.68], [-0.05, -0.05, -0.13], [0.00, 0.30, -0.83], [1.04, -0.11, 0.44], [-0.27, 0.03, 0.22], [0.21, 0.41, 0.09], [0.65, 0.64, -1.43], [-0.21, 0.09, 0.06], [-0.10, 0.25, 0.81]], "lowdin_charge": [0.01, 0.02, 0.01, -0.01, 0.06, 0.08, -0.07, -0.13, 0.00, 0.04, 0.04, -0.05, 0.07, 0.06, -0.02, -0.05, 0.05, 0.10, -0.10, -0.21, 0.10, 0.03, 0.01, 0.02, 0.06, 0.06, 0.05, -0.06, -0.08, 0.04, 0.08, 0.05, 0.00, 0.01, 0.02, -0.07, -0.05, -0.06, 0.11, 0.03, 0.09, -0.05, 0.05, -0.06, 0.00, -0.05, 0.06, 0.09, 0.04, 0.04, -0.04, -0.04, 0.13, -0.25, -0.07, 0.07, 0.05, -0.15, 0.05, -0.17], "homo_energy_ev": -10.5, "de_lowest_kj_mol": 78.5, "fmax_ev_per_a": 2.04, "spin_multiplicity": 1, "energy_ev": -36546.635}

{"formula": "C5H41Cl3O22", "method": "ωB97M-V/def2-TZVPD", "species": ["C", "O", "Cl", "O", "H", "H", "H", "H", "H", "H", "H", "O", "O", "H", "H", "O", "H", "H", "H", "H", "O", "H", "H", "H", "H", "C", "H", "O", "O", "O", "H", "H", "H", "O", "H", "O", "O", "O", "H", "H", "H", "C", "H", "Cl", "H", "H", "Cl", "O", "O", "O", "H", "H", "H", "O", "H", "H", "H", "C", "C", "H", "H", "O", "O", "H", "H", "O", "O", "H", "O", "H", "H"], "coordinates": [[1.44440, -0.97640, -0.08338], [3.40082, 3.98687, 0.10038], [1.92694, 1.20263, -1.63446], [-0.05587, 2.58952, 1.93162], [-2.43274, 2.04664, -4.17060], [-0.89748, -3.70656, -2.66489], [0.53981, -4.05996, -1.24290], [0.06553, -1.70715, 5.06439], [-4.82777, 0.17519, 0.58718], [-1.83797, 2.69841, -2.11531], [3.28916, 1.54876, 2.10348], [-1.47593, 3.77537, -0.12491], [-3.01523, 1.92298, 4.02705], [1.33032, 2.71358, -5.34926], [4.21708, -0.02762, 4.07731], [1.48575, -4.25509, -0.94143], [-2.04050, 1.66829, 4.12085], [3.73450, -1.15554, 2.99094], [4.94428, 3.26422, -1.40756], [3.92921, 4.84531, 0.18779], [0.73482, -1.03621, 4.70994], [1.49107, -1.54648, 4.27237], [4.39453, 2.13565, -2.46084], [-3.49300, -2.22941, 0.58349], [4.87975, -1.30546, -3.17878], [-0.41738, -0.00139, -0.81355], [2.03761, -4.47810, -1.75965], [-1.28379, 0.36092, -1.60969], [-2.87270, -1.38846, -3.36129], [2.52014, -1.41265, 0.23857], [-0.72611, -3.76973, 1.93659], [-4.57544, -0.40650, 2.70444], [-0.87655, 4.44411, -0.59105], [-1.09569, -4.44789, 1.28294], [-1.15174, 1.43899, -4.99224], [-4.97834, -0.76314, 0.93450], [4.47630, -2.18121, -3.48546], [4.94140, 2.98305, -2.37951], [-3.64811, -3.81935, 0.21836], [-3.50107, -0.96603, -4.03246], [2.87737, 2.59914, 0.91503], [-0.72200, -0.40014, 0.57505], [-2.24174, -0.67205, -3.02600], [1.03407, -1.34900, -2.67979], [-5.94446, -1.01093, 0.76433], [-1.80542, -3.24583, -1.38089], [-2.14161, 0.02600, 1.45931], [2.59398, -2.70195, 3.55894], [4.34588, -0.36157, 3.13092], [-4.67403, 0.00790, 3.62221], [-0.25127, 2.24591, 2.86303], [0.99561, 3.67656, -4.06632], [0.87136, 2.28057, 1.66980], [0.63519, 2.93019, -4.64666], [3.76045, -1.97570, -4.17036], [-3.56785, 1.07660, 4.07196], [-1.77720, -3.98246, 0.69754], [0.44872, -1.01102, 1.00865], [1.01754, -0.26415, -1.31204], [0.61296, -1.33848, 1.99443], [2.48099, -3.48555, 2.92888], [-0.88507, -3.55625, -1.66439], [-2.41217, 2.99805, -2.89266], [-5.59735, 0.41678, 3.68586], [-2.22988, 3.97925, -3.05932], [2.51733, 2.05365, 1.68741], [-3.01119, -3.03332, 0.20224], [-0.97676, 3.40888, 0.67525], [-2.13796, 1.31438, -4.80359], [3.18608, -2.99621, 4.32483], [2.41845, 4.21061, 0.19339]], "forces_ev_per_a": [[2.57, -1.38, 3.54], [-0.79, 2.20, -0.07], [-0.14, 0.15, 0.18], [0.39, -0.95, 1.18], [1.14, -1.16, -0.95], [-0.42, 0.57, 2.12], [1.62, -0.43, 0.62], [1.70, 1.29, -0.88], [-0.49, -1.93, 0.42], [-1.14, 0.83, -1.31], [-1.50, 0.78, -0.97], [1.78, 0.80, -0.32], [1.72, -1.05, 0.36], [-1.29, 0.77, 1.69], [0.06, -1.00, -2.02], [0.44, -0.37, -1.89], [-2.35, 0.33, -0.04], [1.02, 1.53, 0.49], [-0.38, -1.03, -2.10], [-1.42, -1.71, -0.02], [-0.30, -1.64, 0.00], [-1.74, 0.49, 0.88], [1.19, 1.88, 0.61], [0.62, -1.52, -0.79], [-1.14, -1.80, -0.86], [-4.02, 1.29, -3.37], [-1.34, 0.59, 1.77], [1.38, -0.10, 1.51], [-0.22, 1.45, -0.43], [0.73, 0.17, -1.30], [-1.10, -1.33, -1.67], [-0.70, 0.81, 1.53], [-1.19, -1.47, 1.34], [0.12, 1.40, 0.69], [-2.27, 0.10, 0.74], [-1.51, 1.03, -0.85], [-0.51, 1.85, -0.74], [-0.85, -0.95, 1.38], [1.01, 1.89, 0.03], [1.80, -0.49, 1.50], [0.04, -1.31, 1.82], [3.22, -0.65, 0.91], [-1.52, -1.05, -1.13], [-0.02, 0.24, -0.27], [2.02, 0.77, 0.21], [1.62, -0.51, -0.73], [1.06, -0.27, -0.73], [1.15, -1.97, 0.27], [-1.18, -0.27, 1.43], [-1.94, -0.41, -0.97], [0.67, 0.76, -2.17], [-0.48, -1.70, -1.50], [-1.18, 0.21, 1.12], [1.84, 0.90, -0.23], [1.67, -0.08, 1.60], [1.09, 1.22, -0.21], [1.69, -0.34, 1.65], [-3.98, 2.08, -1.97], [-0.87, -0.52, 0.72], [0.54, -0.62, 0.88], [0.37, 1.52, 1.29], [-2.15, 0.26, -1.82], [1.08, 1.94, 1.30], [2.01, -0.98, -0.38], [-0.29, -2.21, 0.63], [1.92, -0.29, -0.55], [-2.44, -0.07, 0.19], [-0.57, 0.59, -1.07], [1.25, 0.46, -0.28], [-1.21, 0.27, -1.75], [2.12, 0.12, -0.26]], "lowdin_charge": [-0.48, -0.11, 0.78, -0.13, -0.01, 0.10, -0.04, 0.07, 0.10, 0.06, 0.08, -0.12, -0.16, 0.08, 0.08, -0.15, 0.04, 0.03, 0.04, 0.12, -0.14, -0.01, 0.02, 0.05, 0.06, -0.42, 0.06, 0.06, -0.14, 0.13, 0.05, 0.02, 0.06, -0.13, 0.04, -0.15, -0.13, -0.13, 0.12, 0.06, 0.01, -0.50, 0.01, 0.81, 0.11, 0.06, 0.86, -0.11, -0.12, -0.12, 0.08, 0.07, 0.01, -0.12, 0.05, -0.02, -0.02, 0.08, -1.05, 0.10, 0.12, -0.14, -0.10, 0.11, 0.10, -0.12, -0.11, 0.01, -0.15, 0.12, 0.10], "homo_energy_ev": -9.7, "fmax_ev_per_a": 5.40, "spin_multiplicity": 1, "energy_ev": -88459.886}